Record 1
{"formula": "C17H19N5O3", "method": "ωB97M-V/def2-TZVPD", "symbols": ["N", "C", "C", "C", "C", "N", "C", "N", "C", "O", "N", "C", "C", "C", "C", "N", "C", "C", "C", "C", "C", "C", "C", "O", "O", "H", "H", "H", "H", "H", "H", "H", "H", "H", "H", "H", "H", "H", "H", "H", "H", "H", "H", "H"], "xyz": [[3.765251, 2.083220, 0.760895], [2.950287, 1.026028, 0.182099], [3.540715, -0.367869, 0.524460], [5.053212, -0.556669, 0.128628], [5.952346, 0.579418, -0.001076], [6.996599, 0.000530, -0.734400], [6.689908, -1.290213, -1.046022], [5.501212, -1.726774, -0.466343], [1.393823, 1.116434, 0.512980], [0.913735, 1.846206, 1.446926], [0.584322, 0.411104, -0.375638], [-0.756924, -0.005279, 0.073649], [-1.512440, -0.825841, -0.980817], [-2.878093, -1.049101, -0.472655], [-3.524127, -2.265880, -0.201335], [-4.859135, -1.957142, 0.193822], [-5.162679, -0.683035, 0.011378], [-6.421748, 0.043591, -0.061607], [-6.381943, 1.446600, -0.325644], [-5.126922, 2.007364, -0.650908], [-3.900324, 1.356007, -0.713772], [-3.938178, -0.016999, -0.324851], [-0.649250, -0.801976, 1.468549], [-1.348433, -0.562654, 2.495196], [0.199709, -1.846530, 1.418807], [3.491211, 3.058033, 0.513004], [3.585891, 2.089623, 1.829799], [2.913173, 1.119841, -0.898215], [2.876184, -1.138654, 0.087118], [3.523800, -0.583733, 1.699846], [5.708637, 1.713531, 0.089000], [7.838427, 0.525018, -1.168235], [7.327343, -1.871805, -1.672275], [0.903645, -0.188884, -1.099290], [-1.222995, 0.956869, 0.292631], [-0.919764, -1.726229, -1.074764], [-1.541114, -0.336449, -1.929619], [-3.152743, -3.318755, -0.084389], [-5.594268, -2.753524, 0.105317], [-7.449221, -0.346851, 0.309269], [-7.180823, 2.199293, -0.234040], [-5.265285, 3.056980, -0.982000], [-3.016019, 1.944841, -0.943560], [0.093009, -2.359697, 2.298078]], "forces_ev_per_a": [[-1.2, 1.2, 2.6], [-1.0, 0.1, 0.5], [1.0, -0.9, 2.5], [-0.9, 2.5, -0.8], [-1.3, -1.6, -0.8], [1.0, 1.1, -1.2], [-2.0, -0.3, 1.9], [2.6, 3.0, -1.1], [-0.5, 1.8, 1.8], [1.7, -2.9, -3.2], [-0.7, 0.0, 1.5], [1.0, 1.0, 1.4], [0.8, 0.2, 1.7], [-3.0, -1.6, 0.3], [0.1, 1.5, 0.8], [-0.9, -5.5, -0.6], [-0.7, 3.8, -1.2], [-1.0, 0.8, 1.5], [1.6, -2.0, 0.3], [-0.4, 1.4, -0.9], [-1.7, -0.5, 1.1], [1.2, -0.1, -1.1], [-3.0, 1.0, 2.5], [2.6, -0.8, -4.0], [-0.4, -0.7, 1.5], [-0.1, -1.2, -0.2], [0.4, -0.2, -2.2], [0.6, 0.1, -0.4], [0.7, 0.2, 0.1], [-0.4, 0.7, -2.3], [0.9, -2.7, 0.1], [-2.2, -1.3, 1.2], [0.3, -0.4, 0.0], [1.2, -0.2, -0.3], [-0.6, -0.5, 0.3], [-0.2, -0.6, -0.3], [0.1, 0.6, -0.6], [-0.4, 1.4, -0.3], [1.8, 2.2, 0.5], [2.1, 0.1, -0.8], [-0.1, -1.1, -0.1], [0.8, -0.5, 0.4], [0.0, -0.5, -0.1], [0.2, 1.3, -1.8]], "mulliken_charge": [-0.5333, -0.2093, -0.3804, 0.3177, -0.4788, -0.0657, -0.3186, -0.6450, 0.4051, -0.6670, -0.0770, 0.1069, -1.0046, 0.4870, -0.8542, -0.0821, -0.4423, -0.6669, -0.4922, -0.5814, -0.4777, 1.1345, 0.3459, -0.6240, -0.4248, 0.3009, 0.2773, 0.2974, 0.2115, 0.2557, 0.3225, 0.2763, 0.4480, 0.3406, 0.3023, 0.5122, 0.4612, 0.3254, 0.2915, 0.2076, 0.3621, 0.2674, 0.3904, 0.3782], "de_lowest_kj_mol": 362.6, "gap_ev": 8.705, "lumo_energy_ev": 0.6, "max_force_ev_per_a": 5.6, "homo_ev": -8.112}



Record 2
{"formula": "C17H19N5O3", "method": "ωB97M-V/def2-TZVPD", "symbols": ["N", "C", "C", "C", "C", "N", "C", "N", "C", "O", "N", "C", "C", "C", "C", "N", "C", "C", "C", "C", "C", "C", "C", "O", "O", "H", "H", "H", "H", "H", "H", "H", "H", "H", "H", "H", "H", "H", "H", "H", "H", "H", "H", "H"], "xyz": [[0.100143, -1.139519, -0.930637], [0.384209, 0.096899, -1.632935], [-0.877228, 0.824200, -2.276817], [-1.199247, 0.172652, -3.620407], [-1.478473, 0.656894, -4.863748], [-1.451449, -0.507678, -5.682795], [-1.225234, -1.619721, -4.978719], [-1.157292, -1.288379, -3.723072], [1.050441, 0.877305, -0.620128], [0.730762, 2.028663, -0.397090], [1.968204, 0.287871, 0.113399], [2.628475, 0.977661, 1.206349], [1.591046, 1.439324, 2.216738], [0.720896, 0.379359, 2.674724], [0.777513, -0.290643, 4.018208], [-0.325758, -1.055305, 4.179305], [-1.124320, -0.953556, 3.037368], [-2.366029, -1.462048, 2.735758], [-3.059534, -1.077437, 1.581115], [-2.627434, -0.005374, 0.760694], [-1.369434, 0.527381, 1.145024], [-0.677527, 0.030471, 2.271605], [3.791758, 0.071165, 1.746427], [3.708787, -1.145115, 1.534843], [4.680499, 0.582850, 2.591924], [-0.397381, -0.705758, 0.069670], [-0.568046, -1.761456, -1.542426], [1.041197, -0.301347, -2.520811], [-0.434170, 1.786540, -2.396964], [-1.687321, 0.738679, -1.519808], [-1.726113, 1.660144, -5.317066], [-1.081280, -0.457296, -6.855275], [-1.318026, -2.431616, -5.514583], [2.226077, -0.659098, -0.164570], [2.995361, 1.982393, 0.660041], [0.974512, 2.182781, 1.658558], [1.941412, 2.193843, 3.012927], [1.608982, -0.361736, 4.766234], [-0.692740, -1.358758, 5.209256], [-2.708920, -2.537535, 3.214244], [-4.057335, -1.492587, 1.126067], [-2.981831, 0.176569, -0.264945], [-0.854033, 1.325226, 0.419020], [4.525878, 1.613096, 2.873301]], "forces_ev_per_a": [[-3.2, -0.6, 2.2], [-0.9, -3.3, -3.7], [1.1, -1.8, 0.2], [-0.3, -2.0, 0.2], [0.5, -0.5, -1.0], [1.1, 2.7, -6.3], [-0.3, 5.8, 2.9], [0.7, 0.8, 1.4], [1.1, 1.8, 0.0], [-0.2, 2.0, -0.3], [1.4, -1.7, 0.5], [1.7, 2.3, -2.2], [0.0, 2.7, 0.3], [-2.5, -2.6, 6.0], [1.4, 1.8, -3.4], [-1.5, -1.9, 3.0], [-2.0, -0.6, 3.0], [-2.6, -4.7, 0.0], [-2.1, 0.3, -1.5], [2.8, -0.4, 1.3], [-0.4, 1.5, -2.2], [3.9, 3.6, -3.3], [-2.8, -2.1, -0.5], [1.1, 2.9, 0.4], [0.0, 3.4, 1.2], [1.2, -2.7, -3.8], [1.4, 1.7, 1.8], [-0.7, 1.5, 1.4], [-0.8, 1.2, -0.3], [0.5, 0.5, -0.9], [0.6, -1.4, 0.8], [-1.9, -0.1, 4.8], [0.0, -4.9, -1.7], [-0.1, 0.2, 0.7], [-0.1, -1.9, 1.5], [0.3, -0.8, 0.1], [0.2, -1.7, -0.7], [-1.0, 0.4, -0.9], [1.2, 0.7, -3.9], [0.7, 3.1, -0.8], [2.0, 0.0, 1.8], [-0.4, 0.1, 1.0], [-1.4, -1.8, 2.3], [0.2, -3.8, -1.5]], "mulliken_charge": [-0.6688, 0.6979, -0.0794, 0.2483, -0.7109, -0.2379, -0.3044, -0.4051, -0.6390, -0.6864, 0.0730, 0.0548, -1.0783, 0.5352, -0.9131, -0.1154, -0.3435, -0.5471, -0.4974, -0.7464, -0.7061, 1.4290, 0.4302, -0.5619, -0.5290, 0.0048, 0.4207, 0.5051, 0.3160, -0.2457, 0.3707, 0.3106, 0.5353, 0.2946, 0.2201, 0.3836, 0.4017, 0.3532, 0.3354, 0.1518, 0.2354, 0.3425, 0.9520, 0.4139], "de_lowest_kj_mol": 686.9, "gap_ev": 7.878, "lumo_energy_ev": 0.4, "max_force_ev_per_a": 7.0, "homo_ev": -7.519}



Record 3
{"formula": "C17H19NO", "method": "ωB97M-V/def2-TZVPD", "symbols": ["C", "C", "C", "N", "C", "C", "C", "C", "C", "C", "H", "H", "H", "H", "H", "H", "H", "H", "H", "C", "C", "C", "C", "C", "C", "O", "C", "C", "H", "H", "H", "H", "H", "H", "H", "H", "H", "H"], "xyz": [[-1.862757, 0.999326, -3.848791], [-0.632458, 0.818954, -3.048473], [0.088133, 1.746794, -2.391165], [1.093460, 1.043124, -1.698103], [1.030507, -0.275815, -1.885686], [1.896891, -1.358485, -1.500602], [1.298679, -2.542203, -1.958913], [0.267937, -2.813196, -2.824466], [-0.501795, -1.708599, -3.293213], [-0.050862, -0.517080, -2.851826], [-2.775085, 0.502738, -3.554527], [-1.664487, 0.738126, -4.921181], [-2.199868, 2.029770, -4.037972], [-0.033320, 2.803992, -2.336915], [1.448701, 1.497663, -0.871613], [2.692371, -1.140284, -0.802536], [1.781066, -3.387157, -1.445701], [-0.067156, -3.766418, -3.203398], [-1.419705, -1.848731, -3.843207], [-2.926574, 1.029488, 2.452114], [-1.510344, 1.381302, 1.947695], [-0.216300, 0.701437, 2.413533], [-0.162967, -0.732147, 2.604446], [1.069493, -1.237797, 2.934396], [2.191577, -0.446897, 3.147469], [3.434376, -1.014692, 3.257890], [2.147218, 0.903184, 2.960117], [0.875187, 1.447690, 2.753655], [-3.171737, 1.564102, 3.399829], [-2.962478, -0.076424, 2.604631], [-3.698570, 1.463278, 1.827336], [-1.368656, 1.397132, 0.874999], [-1.449926, 2.426980, 2.293788], [-1.060629, -1.336897, 2.726033], [1.126407, -2.331845, 3.003491], [3.394260, -1.968005, 3.218622], [3.071373, 1.477638, 2.965865], [0.828051, 2.529941, 2.932367]], "forces_ev_per_a": [[-0.2, 1.2, -2.6], [-0.8, -0.7, -0.5], [0.1, -2.1, 0.2], [0.3, 2.9, 0.8], [0.3, -2.6, -2.0], [-4.0, 2.3, -1.2], [3.1, -2.2, 2.1], [-1.9, 1.9, -1.1], [1.3, -2.3, 0.7], [0.2, 3.9, 1.9], [0.1, -0.6, 0.5], [-0.2, -0.5, 0.8], [0.4, 0.1, 0.8], [0.0, 0.4, 0.2], [0.5, -0.4, 0.0], [0.1, -0.8, 0.0], [-0.2, -0.3, -0.8], [0.5, -0.5, 0.6], [0.1, 0.1, -0.4], [0.8, -0.8, 0.9], [0.5, 1.6, 1.0], [-2.4, -1.8, 1.2], [0.5, 2.4, 0.3], [-0.6, -1.5, 0.4], [1.0, -0.9, -1.7], [0.3, 0.4, 0.4], [-0.5, -0.1, 0.5], [1.2, 1.4, -0.1], [0.7, -0.7, -0.2], [-0.8, 0.9, -0.2], [0.0, -0.6, -0.7], [-0.7, 0.0, -0.5], [0.6, 0.0, -0.6], [0.2, 0.1, -0.8], [0.3, 0.4, 0.3], [-0.2, -0.3, 0.0], [-0.4, 0.1, 0.4], [-0.4, -0.3, -0.8]], "mulliken_charge": [-1.4573, 0.8916, -1.0676, -0.0438, -0.1628, -0.8617, -0.3107, -0.6966, -0.3067, 0.7724, 0.3096, 0.3353, 0.3634, 0.4052, 0.2953, 0.4363, 0.2855, 0.3945, 0.4106, -0.9537, -0.6290, 0.9194, -0.7996, -0.4570, 0.7207, -0.5463, -0.4803, -0.6239, 0.2773, 0.2348, 0.3480, 0.3014, 0.2500, 0.2232, 0.2321, 0.2860, 0.4281, 0.2760], "de_lowest_kj_mol": 310.7, "gap_ev": 8.552, "lumo_energy_ev": 0.7, "max_force_ev_per_a": 4.7, "homo_ev": -7.811}



Record 4
{"formula": "C17H19NO", "method": "ωB97M-V/def2-TZVPD", "symbols": ["C", "C", "C", "N", "C", "C", "C", "C", "C", "C", "H", "H", "H", "H", "H", "H", "H", "H", "H", "C", "C", "C", "C", "C", "C", "O", "C", "C", "H", "H", "H", "H", "H", "H", "H", "H", "H", "H"], "xyz": [[-0.728896, -0.815620, 2.448016], [0.190899, -2.034125, 2.444922], [0.367314, -3.090311, 3.297840], [1.326124, -3.928438, 2.686986], [1.727911, -3.374930, 1.526225], [2.770460, -3.823025, 0.625687], [2.915655, -3.118332, -0.587985], [2.165675, -1.938008, -0.761807], [1.140989, -1.483789, 0.064464], [1.029615, -2.167177, 1.267595], [-0.122310, 0.052685, 2.832564], [-1.582538, -0.781715, 3.142051], [-1.071514, -0.412065, 1.457633], [-0.232456, -3.142597, 4.082551], [1.723485, -4.614713, 3.266290], [3.582586, -4.516426, 0.741148], [3.372958, -3.614145, -1.321489], [2.242527, -1.203377, -1.666427], [0.685665, -0.458095, -0.168594], [-3.830706, 0.432255, -1.007471], [-2.255772, 0.492475, -1.208091], [-1.619989, 1.842220, -1.463324], [-0.249692, 1.832894, -1.423659], [0.470003, 3.048930, -1.483022], [-0.298529, 4.226227, -1.527761], [0.327233, 5.447331, -1.567932], [-1.640516, 4.287517, -1.639782], [-2.381862, 3.069176, -1.473682], [-4.178406, 1.207036, -1.789977], [-4.271217, 0.477160, 0.034889], [-4.122781, -0.648912, -1.271349], [-1.875418, -0.082186, -0.247223], [-2.027535, -0.128201, -2.112699], [0.269597, 0.838157, -1.368839], [1.579303, 3.097938, -1.539959], [1.230241, 5.322947, -1.489272], [-2.208593, 5.308664, -1.767626], [-3.529669, 2.900012, -1.668106]], "forces_ev_per_a": [[0.6, 1.6, 1.0], [-1.2, 1.4, -1.3], [2.3, 2.2, -5.5], [-2.0, 0.9, 2.1], [2.9, -0.4, -2.2], [-1.0, 1.8, -0.7], [-3.3, 1.7, 4.2], [-1.1, 2.1, -2.8], [1.6, 1.3, 0.0], [-1.0, -1.7, 1.9], [-0.3, -0.6, -0.3], [0.1, -0.6, -0.3], [0.3, -1.1, 0.8], [-1.8, -1.4, 3.8], [1.0, -1.0, -0.1], [-0.5, -1.0, 0.8], [2.5, -1.1, -2.9], [0.4, -2.0, 1.2], [0.5, -2.0, 0.7], [0.3, -0.8, -1.4], [-1.2, -1.9, 1.4], [-1.9, 0.8, 1.9], [2.0, 0.6, -0.4], [-0.7, -0.7, 0.0], [2.5, 0.5, -0.4], [-2.5, 0.5, -0.2], [-4.6, -0.1, 0.5], [0.3, -1.2, -1.9], [-0.6, -1.6, 1.5], [0.9, 1.0, -1.2], [0.2, 1.7, -0.2], [0.0, 1.3, -2.1], [-0.2, 0.2, 0.9], [-0.5, 1.3, -0.2], [-1.0, -0.1, 0.2], [2.8, -0.3, 0.2], [1.5, -2.2, 0.3], [2.5, 1.1, 0.8]], "mulliken_charge": [-0.4716, 0.5603, -0.9833, -0.0556, -0.5109, -0.6860, -0.7846, -0.3154, 0.1251, 1.1518, 0.2903, 0.3730, -0.2425, 0.5430, 0.1876, 0.3469, 0.4874, 0.2147, -0.2086, -1.1506, 0.1964, 0.3496, -0.2306, -0.6273, 0.8941, -0.5160, -0.5063, -0.3673, 0.3286, 0.2652, 0.3254, -0.3230, 0.3258, 0.1532, 0.2645, 0.2682, 0.2848, 0.0438], "de_lowest_kj_mol": 440.2, "gap_ev": 8.799, "lumo_energy_ev": 0.8, "max_force_ev_per_a": 6.4, "homo_ev": -7.973}



Record 5
{"formula": "C17H19NO2S", "method": "ωB97M-V/def2-TZVPD", "symbols": ["C", "O", "C", "C", "C", "C", "C", "C", "N", "C", "O", "C", "C", "S", "C", "C", "C", "C", "C", "C", "C", "H", "H", "H", "H", "H", "H", "H", "H", "H", "H", "H", "H", "H", "H", "H", "H", "H", "H", "H"], "xyz": [[-5.580141, -0.917280, 0.692841], [-4.213187, -1.022631, 0.378672], [-3.593843, 0.050005, -0.203002], [-4.199248, 1.262870, -0.489995], [-3.472015, 2.279965, -1.090013], [-2.147029, 2.085820, -1.427410], [-1.534194, 0.874713, -1.154030], [-2.234880, -0.140499, -0.520267], [-1.670703, -1.384854, -0.232182], [-0.396707, -1.708875, 0.128891], [-0.046092, -2.871872, 0.178544], [0.494957, -0.588575, 0.510952], [0.141128, 0.395091, 1.385087], [1.435026, 1.475779, 1.711878], [2.484819, 0.591155, 0.647966], [1.857234, -0.482255, 0.099219], [2.546548, -1.407286, -0.851625], [4.060943, -1.229521, -0.760535], [4.442464, 0.251491, -0.828422], [5.952947, 0.432280, -0.937223], [3.904679, 0.972424, 0.414224], [-5.857430, -1.879222, 1.121108], [-6.184326, -0.730282, -0.200554], [-5.763316, -0.128356, 1.428985], [-5.236251, 1.430043, -0.245987], [-3.955459, 3.221680, -1.299894], [-1.587549, 2.870426, -1.912289], [-0.506697, 0.710714, -1.436899], [-2.319154, -2.163583, -0.252957], [-0.802174, 0.541907, 1.872328], [2.260136, -2.435218, -0.623059], [2.207129, -1.192104, -1.870967], [4.542415, -1.774955, -1.573978], [4.419762, -1.646497, 0.182710], [3.969629, 0.689699, -1.714603], [6.328236, -0.028900, -1.847769], [6.212222, 1.488594, -0.955425], [6.452600, -0.030002, -0.088420], [3.991877, 2.055353, 0.295909], [4.506245, 0.692570, 1.286153]], "forces_ev_per_a": [[-0.3, 0.0, 0.1], [0.5, 0.1, -0.2], [0.2, -0.1, 0.0], [-0.1, -0.1, 0.1], [0.0, 0.1, 0.0], [0.0, 0.1, 0.0], [-0.2, -0.1, -0.1], [-0.3, 0.3, -0.1], [-0.5, -0.4, 0.0], [0.0, 0.0, 0.1], [0.1, -0.1, 0.0], [0.2, 0.3, 0.5], [0.3, 0.1, 0.1], [0.0, -0.5, -0.4], [-0.4, 0.2, 0.3], [0.0, 0.1, 0.0], [0.2, -0.2, 0.0], [-0.2, 0.2, -0.3], [0.3, -0.1, 0.2], [-0.3, 0.0, -0.1], [0.1, 0.0, -0.2], [0.0, 0.1, 0.0], [0.0, 0.0, 0.0], [0.0, 0.0, 0.0], [-0.1, 0.0, 0.0], [0.0, 0.1, 0.0], [0.1, 0.1, 0.0], [0.1, 0.0, 0.0], [0.2, 0.0, 0.0], [-0.3, 0.0, 0.0], [0.0, 0.0, -0.1], [0.0, -0.1, 0.0], [0.1, 0.0, 0.0], [0.1, -0.1, 0.1], [0.0, 0.0, 0.0], [0.1, 0.0, -0.1], [0.1, 0.1, 0.0], [0.1, -0.1, 0.1], [0.1, 0.0, 0.0], [0.1, 0.0, 0.0]], "mulliken_charge": [-0.9283, -0.4279, 0.9828, -0.5272, -0.7129, -0.9265, 0.1057, -0.1773, -0.0446, 0.3242, -0.6689, -0.3031, -0.0548, -0.3142, 0.6095, -0.4327, -0.5673, -1.0800, 0.6436, -1.7157, -0.8046, 0.2532, 0.3733, 0.3691, 0.3815, 0.3787, 0.3945, 0.4901, 0.2820, 0.5303, 0.4238, 0.2599, 0.3873, 0.3233, 0.2502, 0.4154, 0.4118, 0.3481, 0.4535, 0.2942], "de_lowest_kj_mol": 3.7, "gap_ev": 8.936, "lumo_energy_ev": 0.7, "max_force_ev_per_a": 0.7, "homo_ev": -8.220}